## P
An isolated ion of composition C6H14N4 and charge +2, computed with ωB97M-V/def2-TZVPD.

Computed properties:
LUMO energy = -8.90 eV
Frontier orbital gap = 9.332 eV
SMILES string = C[N+](=C=[NH2+])CCC=C(N)N
HOMO level = -0.670 Eh
Net charge = +2

Element x y z (Å)
C -0.682 -0.942 0.417
C 1.888 0.067 -0.112
C 0.105 1.524 0.928
C -1.046 1.359 -0.148
C 1.015 0.388 0.993
C -2.626 -0.433 -0.741
N -1.255 -0.077 -0.301
N 2.228 0.998 -1.005
N -0.911 -2.110 0.785
N 2.494 -1.181 -0.181
H 0.695 2.342 0.773
H -0.383 1.821 1.893
H -2.028 1.737 0.316
H -0.942 1.821 -1.126
H 1.375 0.081 1.930
H -3.339 -0.710 0.000
H -2.865 0.423 -1.385
H -2.350 -1.282 -1.416
H 1.850 1.965 -1.052
H 2.862 0.631 -1.739
H -0.218 -2.565 1.339
H -1.518 -2.763 0.141
H 2.382 -1.787 0.582
H 3.268 -1.309 -0.894

## Q
A 2-piece molecular cluster, C6H14N4 overall, computed with ωB97M-V/def2-TZVPD.

Computed properties:
LUMO energy (alpha / beta) = -9.12 / -9.12 eV
Frontier orbital gap (alpha / beta) = 9.639 / 9.638 eV
HOMO level (alpha / beta) = -0.689 / -0.689 Eh
Net charge = +2

Element x y z (Å)
C -0.510 1.612 1.172
C -1.139 0.831 0.044
C -0.482 -0.569 0.063
C 0.866 0.047 0.274
C -0.780 -1.295 -1.270
C -0.651 -1.466 1.307
N 0.839 1.303 0.851
N 2.835 -0.913 -0.171
N -0.377 1.401 -1.171
N 0.949 1.246 -0.594
H -0.623 2.694 1.183
H -0.681 1.251 2.235
H -2.318 1.045 -0.062
H -1.655 -1.869 -1.199
H -0.054 -2.093 -1.439
H -0.888 -0.822 -2.141
H -0.369 -2.380 0.914
H -1.673 -1.557 1.639
H 0.008 -0.940 2.031
H 3.272 -0.254 0.561
H 2.742 -1.855 0.246
H -0.505 0.713 -2.011
H -0.683 2.388 -1.551
H 1.877 1.485 -0.910

Which one sits at the bottom of the stability order? Q does.

## P
The molecule C3H3Cl3, computed with ωB97M-V/def2-TZVPD.

Computed properties:
LUMO energy = 0.63 eV
Frontier orbital gap = 10.789 eV
SMILES string = Cl[C@H]1[C@H](Cl)[C@H]1Cl
HOMO level = -0.374 Eh
Net charge = 0

Element x y z (Å)
C -0.739 -0.171 -0.317
C 0.146 -0.809 0.593
C 0.103 0.556 0.606
H -0.283 -0.362 -1.259
H -0.043 -1.292 1.610
H -0.288 0.838 1.707
Cl -2.408 -0.106 -0.121
Cl 1.506 -1.542 -0.178
Cl 1.111 1.846 -0.133

## Q
The molecule C3H3Cl3, computed with ωB97M-V/def2-TZVPD.

Computed properties:
LUMO energy = 0.70 eV
Frontier orbital gap = 10.766 eV
SMILES string = C=C(Cl)C(Cl)Cl
HOMO level = -0.370 Eh
Net charge = 0

Element x y z (Å)
C -0.257 -1.012 -0.281
C 0.122 0.204 0.562
C 0.230 1.389 -0.014
H -1.273 -1.323 0.063
H 0.300 1.516 -1.075
H 0.322 2.315 0.564
Cl 0.805 -2.383 -0.030
Cl -0.480 -0.657 -2.024
Cl 0.231 -0.049 2.235

## R
The molecule C3H3Cl3, computed with ωB97M-V/def2-TZVPD.

Computed properties:
LUMO energy = 0.66 eV
Frontier orbital gap = 10.281 eV
SMILES string = ClCC=C(Cl)Cl
HOMO level = -0.354 Eh
Net charge = 0

Element x y z (Å)
C -0.042 0.558 0.244
C -1.340 0.281 -0.043
C 1.166 -0.268 -0.213
Cl -2.690 1.073 0.525
Cl -1.751 -1.104 -1.006
Cl 2.181 -0.890 1.091
H 0.022 1.185 1.156
H 1.708 0.314 -0.957
H 0.747 -1.148 -0.796

Which one sits at the bottom of the stability order? P does.

## P
C30H37N6O3S2SiY as an isolated structure, computed with ωB97M-V/def2-TZVPD.

Computed properties:
LUMO energy = 0.04 eV
Frontier orbital gap = 6.675 eV
HOMO level = -0.244 Eh
Net charge = 0

Element x y z (Å)
Y 0.025 -0.044 -0.401
N 2.256 -2.374 3.210
C 2.051 -1.662 2.059
S 1.240 -2.461 0.758
N 2.547 -0.456 2.081
N 2.186 0.354 1.039
C 3.010 1.307 0.811
C 4.325 1.427 1.511
C 5.502 1.220 0.799
C 6.735 1.321 1.433
C 6.796 1.639 2.782
C 5.621 1.850 3.496
C 4.392 1.739 2.865
C 2.610 2.362 -0.153
C 3.430 3.456 -0.408
C 2.988 4.444 -1.273
C 1.742 4.320 -1.858
C 0.986 3.208 -1.536
N 1.403 2.258 -0.705
H 2.228 -3.374 3.127
H 2.925 -1.982 3.854
H 5.450 0.973 -0.257
H 7.647 1.153 0.870
H 7.756 1.721 3.278
H 5.664 2.098 4.551
H 3.474 1.893 3.420
H 4.393 3.534 0.076
H 3.612 5.306 -1.477
H 1.354 5.068 -2.538
H -0.005 3.074 -1.959
C 2.261 -1.165 -4.027
C 1.367 -0.732 -2.901
O 0.757 -1.593 -2.229
O 1.229 0.514 -2.653
H 2.799 -2.068 -3.748
H 2.953 -0.370 -4.291
H 1.637 -1.396 -4.893
C -1.727 -3.988 1.631
S -1.590 -2.297 2.164
C -3.192 -2.201 2.925
O -1.750 -1.464 0.900
H -2.614 -4.075 1.002
H -1.806 -4.621 2.518
H -0.822 -4.222 1.075
H -3.952 -2.493 2.198
H -3.339 -1.167 3.222
H -3.199 -2.857 3.799
C -0.535 1.241 3.251
Si -1.055 1.710 1.482
C -0.602 3.560 1.414
C -2.962 1.822 1.551
C -3.675 2.276 0.432
C -5.060 2.392 0.439
C -5.783 2.047 1.576
C -5.104 1.597 2.702
C -3.714 1.494 2.685
H -0.940 1.944 3.990
H 0.559 1.260 3.324
H -0.848 0.227 3.536
H -1.087 4.106 2.232
H -0.916 4.024 0.470
H 0.483 3.701 1.505
H -3.131 2.546 -0.473
H -5.579 2.745 -0.446
H -6.862 2.143 1.589
H -5.657 1.340 3.600
H -3.200 1.172 3.588
N -1.152 1.480 -3.685
C -2.243 0.843 -3.161
C -3.486 0.919 -3.812
C -4.582 0.319 -3.246
C -4.448 -0.354 -2.034
C -3.206 -0.382 -1.455
N -2.108 0.195 -1.993
H -1.216 1.771 -4.643
H -0.226 1.194 -3.368
H -3.555 1.448 -4.755
H -5.544 0.375 -3.741
H -5.287 -0.828 -1.545
H -3.058 -0.879 -0.507

## Q
C30H37N6O3S2SiY as an isolated structure, computed with ωB97M-V/def2-TZVPD.

Computed properties:
LUMO energy = -0.05 eV
Frontier orbital gap = 6.075 eV
HOMO level = -0.225 Eh
Net charge = 0

Element x y z (Å)
Y 0.500 -0.509 0.169
N -2.179 -3.529 -1.617
C -1.661 -2.801 -0.593
S -0.050 -3.188 -0.058
N -2.410 -1.847 -0.103
N -1.738 -1.200 0.912
C -2.335 -1.061 2.034
C -3.745 -1.442 2.284
C -4.764 -0.855 1.539
C -6.084 -1.200 1.779
C -6.394 -2.142 2.750
C -5.381 -2.738 3.485
C -4.060 -2.384 3.258
C -1.477 -0.619 3.154
C -2.011 -0.198 4.368
C -1.147 0.119 5.401
C 0.217 -0.003 5.196
C 0.664 -0.408 3.947
N -0.153 -0.706 2.941
H -1.718 -4.390 -1.851
H -3.169 -3.456 -1.780
H -4.511 -0.142 0.766
H -6.874 -0.738 1.201
H -7.426 -2.413 2.931
H -5.618 -3.480 4.236
H -3.267 -2.850 3.831
H -3.081 -0.119 4.487
H -1.536 0.454 6.354
H 0.929 0.217 5.979
H 1.721 -0.482 3.733
C 3.124 2.793 1.116
C 2.300 1.580 0.754
O 2.164 1.242 -0.446
O 1.751 0.911 1.685
H 3.421 3.333 0.222
H 4.011 2.480 1.669
H 2.546 3.440 1.776
C 4.600 -2.639 -1.123
S 3.862 -1.115 -0.521
C 4.844 -0.917 0.973
O 2.525 -1.589 0.000
H 4.607 -3.391 -0.337
H 5.605 -2.437 -1.490
H 3.967 -2.967 -1.945
H 4.794 -1.828 1.567
H 4.401 -0.089 1.523
H 5.871 -0.677 0.702
C -1.410 -0.495 -3.662
Si 0.267 -0.750 -2.759
C 0.851 -2.443 -3.453
C 1.435 0.472 -3.669
C 1.002 1.700 -4.175
C 1.877 2.615 -4.745
C 3.230 2.322 -4.833
C 3.689 1.102 -4.355
C 2.802 0.202 -3.785
H -1.300 -0.607 -4.744
H -1.887 0.471 -3.478
H -2.107 -1.260 -3.312
H 1.049 -2.382 -4.527
H 0.070 -3.187 -3.288
H 1.745 -2.818 -2.950
H -0.055 1.947 -4.139
H 1.501 3.556 -5.130
H 3.916 3.030 -5.279
H 4.741 0.851 -4.434
H 3.184 -0.753 -3.435
N -0.677 2.466 2.430
C -0.746 2.840 1.106
C -0.941 4.188 0.775
C -1.035 4.550 -0.548
C -0.948 3.563 -1.521
C -0.778 2.262 -1.108
N -0.678 1.872 0.177
H -0.474 3.223 3.065
H -0.064 1.676 2.585
H -1.003 4.924 1.566
H -1.170 5.589 -0.819
H -1.004 3.789 -2.576
H -0.714 1.466 -1.838

Which one sits at the bottom of the stability order? P does.

## P
A 2-piece molecular cluster, C5H11OP overall, computed with ωB97M-V/def2-TZVPD.

Computed properties:
LUMO energy = 0.77 eV
Frontier orbital gap = 9.575 eV
SMILES string = CC(C)PO.C#C
HOMO level = -0.323 Eh
Net charge = 0

Element x y z (Å)
C -3.020 0.434 -0.006
C -3.544 0.730 -1.022
C 0.760 0.859 0.921
C 2.145 0.127 -0.879
C 1.271 -0.405 0.284
O -0.774 -1.776 1.074
P 0.026 -1.607 -0.367
H -2.516 -0.045 0.780
H -0.169 -2.219 1.728
H -3.998 1.165 -1.845
H 0.134 0.620 1.756
H 1.514 1.569 1.122
H 0.042 1.532 0.167
H 1.599 -0.115 -1.926
H 3.117 -0.442 -0.951
H 2.380 1.166 -0.862
H 2.000 -0.847 0.912
H -0.969 -0.746 -0.884

## Q
The molecule C5H11OP, computed with ωB97M-V/def2-TZVPD.

Computed properties:
LUMO energy = 0.90 eV
Frontier orbital gap = 10.120 eV
SMILES string = CC1(C)O[C@]1(C)P
HOMO level = -0.339 Eh
Net charge = 0

Element x y z (Å)
C -0.052 0.844 -0.105
C 0.539 -0.474 0.073
C -0.966 1.321 0.973
C -0.199 1.413 -1.548
C 0.214 -1.401 1.259
O 1.286 0.705 0.297
P 1.170 -1.402 -1.480
H -0.438 1.224 1.944
H -1.872 0.464 1.240
H -1.448 2.229 0.849
H -0.529 2.425 -1.383
H -1.031 1.034 -2.086
H 0.784 1.267 -2.119
H 0.920 -2.176 1.320
H -0.785 -1.928 1.112
H 0.406 -0.852 2.155
H 0.278 -2.371 -1.834
H 1.722 -2.322 -0.666

Which one sits at the bottom of the stability order? P does.